1.
Here is a molecular structure, C18H17N4O6Pb from the Open Molecules 2025 dataset. Energies are from the ωB97M-V functional and the def2-TZVPD basis.

Strongest force on any atom in eV/Å: 0.8
Total charge: -1
Highest occupied orbital energy in Ha: -0.188
Energy relative to the best compared isomer or geometry (same formula, charge and spin) in kcal/mol: 11.6
LUMO energy in eV: 2.4152
Gap between HOMO and LUMO in eV: 7.52

Last column: Mulliken charge in e.
Positions of all 46 atoms, in Å:
Pb -0.12 -0.16 0.15  1.75
O 3.31 -2.42 -1.93  -0.69
C 4.30 -1.51 -1.84  0.28
C 5.56 -1.90 -2.29  -0.65
C 6.62 -1.02 -2.23  -0.29
C 6.45 0.27 -1.73  -0.74
C 5.20 0.65 -1.28  -0.41
C 4.11 -0.21 -1.33  0.19
C 2.78 0.25 -0.85  1.06
O 1.80 -0.60 -0.93  -0.81
N 2.67 1.47 -0.43  -0.61
N 1.35 1.75 -0.08  -0.01
C 0.94 2.92 -0.38  -0.41
C -0.43 3.39 -0.24  0.52
C -0.61 4.76 -0.01  -0.64
C -1.85 5.34 0.07  -0.63
C -2.97 4.52 -0.13  -0.39
C -2.83 3.18 -0.40  -0.50
C -1.56 2.56 -0.46  0.44
O -1.52 1.29 -0.77  -0.85
H 2.50 -1.99 -1.59  0.43
H 5.67 -2.90 -2.68  0.41
H 7.60 -1.34 -2.58  0.36
H 7.28 0.95 -1.68  0.38
H 5.03 1.64 -0.89  0.45
H 1.69 3.62 -0.77  0.38
H 0.28 5.37 0.11  0.36
H -1.96 6.40 0.27  0.37
H -3.97 4.95 -0.09  0.35
H -3.69 2.54 -0.57  0.40
C -1.60 -4.35 1.29  -1.43
C -0.85 -3.26 0.59  0.56
N -0.12 -2.40 1.18  -0.15
O -0.16 -2.27 2.54  -0.58
C -1.01 -3.02 -0.86  0.48
C -1.30 -4.11 -1.83  -1.48
N -0.97 -1.77 -1.27  0.20
O -1.16 -1.47 -2.49  -0.71
H -1.85 -4.01 2.29  0.42
H -0.97 -5.24 1.38  0.31
H -2.50 -4.62 0.74  0.33
H -0.18 -1.22 2.54  0.54
H -0.98 -5.07 -1.44  0.37
H -0.77 -3.88 -2.76  0.40
H -2.36 -4.16 -2.08  0.30
O -0.42 0.11 2.07  -1.05


2.
Here is a molecular structure, C18H17N7O4OsS in a non-equilibrium geometry from the Open Molecules 2025 dataset. Energies are from the ωB97M-V functional and the def2-TZVPD basis.

Strongest force on any atom in eV/Å: 1.3
Total charge: +2
Highest occupied orbital energy (spin up / spin down) in Ha: -0.543 / -0.543
Energy relative to the best compared isomer or geometry (same formula, charge and spin) in kcal/mol: 0.0
LUMO energy (spin up / spin down) in eV: -8.1694 / -8.1673
Gap between HOMO and LUMO (spin up / spin down) in eV: 6.62 / 6.62

Last column: natural (NBO) charge in e.
Positions of all 48 atoms, in Å:
Os -1.10 0.21 0.36  1.35
C -5.71 2.54 -0.24  -0.65
C -4.97 1.26 -0.02  0.04
C -5.16 0.16 -0.86  -0.12
C -4.46 -1.03 -0.68  -0.19
C -3.60 -1.14 0.39  -0.26
C -3.39 -0.06 1.28  -0.38
C -4.09 1.12 1.06  -0.12
S -2.46 -2.46 0.50  2.31
O -2.06 -2.65 1.86  -0.95
O -2.76 -3.56 -0.35  -0.85
N -1.14 -1.54 -0.20  -0.56
C 0.02 -2.10 -0.80  0.04
C 0.18 -3.37 -1.26  -0.13
C 1.42 -3.72 -1.86  -0.19
C 2.43 -2.81 -2.00  -0.11
C 2.26 -1.48 -1.54  -0.10
C 3.22 -0.45 -1.65  -0.06
C 2.94 0.80 -1.17  -0.25
C 1.70 1.05 -0.57  0.12
N 0.78 0.11 -0.46  -0.42
C 1.05 -1.15 -0.93  0.22
H -6.21 2.55 -1.20  0.24
H -5.03 3.39 -0.19  0.24
H -6.46 2.68 0.54  0.25
H -5.85 0.25 -1.69  0.25
H -4.58 -1.85 -1.38  0.27
H -2.89 -0.23 2.23  0.28
H -3.97 1.94 1.76  0.24
H -0.61 -4.11 -1.18  0.27
H 1.55 -4.73 -2.22  0.26
H 3.36 -3.09 -2.47  0.25
H 4.18 -0.66 -2.11  0.25
H 3.65 1.61 -1.24  0.26
H 1.45 2.03 -0.19  0.23
N -1.19 -2.54 4.60  -0.76
C -0.34 -1.67 5.13  0.68
N 0.03 -1.78 6.40  -0.72
N 0.20 -0.66 4.44  -0.59
C -0.07 -0.31 3.27  0.70
N -0.31 0.07 2.18  -0.66
H -1.58 -3.29 5.14  0.43
H -1.46 -2.47 3.62  0.44
H -0.32 -2.51 7.00  0.43
H 0.68 -1.10 6.78  0.44
O -1.17 0.01 -2.75  -0.27
N -1.66 1.03 -2.47  0.44
O -1.88 1.21 -1.09  -0.58


3.
Here is a molecular structure, C18H18AsCl3F6O7S2Tm in a non-equilibrium geometry from the Open Molecules 2025 dataset. Energies are from the ωB97M-V functional and the def2-TZVPD basis.

Expectation value of S²: 3.7798
Strongest force on any atom in eV/Å: 4.3
Total charge: -2
Highest occupied orbital energy (spin up / spin down) in Ha: -0.078 / -0.051
Multiplicity: 4
Energy relative to the best compared isomer or geometry (same formula, charge and spin) in kcal/mol: 10.7
LUMO energy (spin up / spin down) in eV: 4.4050 / 2.6311
Gap between HOMO and LUMO (spin up / spin down) in eV: 6.53 / 4.03

Last column: natural (NBO) charge in e.
Positions of all 56 atoms, in Å:
Tm -0.48 0.07 0.45  1.60
O -3.44 2.35 1.73  -0.83
Cl -2.53 1.33 2.10  2.62
O -2.64 1.04 3.48  -0.81
O -1.20 1.75 1.78  -0.87
O -2.77 0.15 1.33  -0.82
C -1.97 -1.21 -1.25  -0.60
C -1.00 -1.88 -2.07  -0.07
C -0.59 -1.34 -3.31  -0.12
C 0.36 -1.96 -4.07  -0.24
C 0.95 -3.15 -3.65  -0.22
C 0.54 -3.72 -2.45  -0.24
C -0.42 -3.10 -1.67  -0.19
H -2.52 -1.87 -0.58  0.26
H -2.63 -0.52 -1.78  0.21
H -1.03 -0.41 -3.65  0.20
H 0.68 -1.52 -5.01  0.20
H 1.71 -3.63 -4.25  0.20
H 0.98 -4.65 -2.12  0.20
H -0.73 -3.55 -0.73  0.25
Cl 4.14 4.73 -1.34  -0.06
C 2.55 4.02 -1.30  -0.07
C 1.75 4.22 -0.18  -0.24
C 0.50 3.64 -0.14  -0.22
C 0.03 2.82 -1.20  -0.05
C -1.24 2.16 -1.12  -0.73
C 0.87 2.69 -2.33  -0.14
C 2.11 3.27 -2.38  -0.25
H 2.12 4.79 0.66  0.22
H -0.12 3.78 0.73  0.22
H -1.63 1.80 -2.07  0.20
H -1.98 2.61 -0.46  0.22
H 0.55 2.07 -3.15  0.20
H 2.76 3.13 -3.23  0.21
F 1.43 1.26 1.14  -0.59
As 1.58 1.06 2.91  2.83
F 0.67 2.48 3.30  -0.59
F 3.03 2.11 2.90  -0.63
F 1.73 0.77 4.67  -0.62
F 2.70 -0.29 2.68  -0.62
F 0.22 -0.10 2.81  -0.58
C -2.47 -2.18 4.57  -0.27
O -3.39 -2.75 3.67  -0.52
C -3.03 -2.92 2.39  0.05
S -4.20 -3.58 1.42  -0.29
S -1.45 -2.60 1.88  -0.34
H -2.43 -1.09 4.45  0.21
H -1.47 -2.60 4.43  0.20
H -2.84 -2.43 5.57  0.17
Cl 1.38 -1.91 0.71  0.07
C 2.65 -1.41 -0.41  -0.50
C 2.06 -0.41 -1.47  0.82
O 2.77 -0.17 -2.43  -0.67
O 0.93 0.05 -1.19  -0.83
H 3.05 -2.29 -0.92  0.23
H 3.44 -0.91 0.16  0.24


4.
Here is a molecular structure, C18H18AsF11N8S4Ti in a non-equilibrium geometry from the Open Molecules 2025 dataset. Energies are from the ωB97M-V functional and the def2-TZVPD basis.

Strongest force on any atom in eV/Å: 1.3
Total charge: 0
Highest occupied orbital energy in Ha: -0.315
Energy relative to the best compared isomer or geometry (same formula, charge and spin) in kcal/mol: 12.9
LUMO energy in eV: -0.4421
Gap between HOMO and LUMO in eV: 8.14

Last column: natural (NBO) charge in e.
Positions of all 61 atoms, in Å:
Ti -0.09 -0.47 -0.04  1.17
N -0.72 1.65 3.18  -0.78
C -1.24 2.05 1.99  0.28
N -0.83 1.58 0.84  -0.59
C -1.44 2.30 -0.20  0.14
C -2.37 3.19 0.17  -0.43
S -2.46 3.25 1.90  0.42
C -0.87 2.06 -1.52  0.14
C -0.86 2.91 -2.55  -0.41
S 0.09 2.27 -3.85  0.42
C 0.45 0.89 -2.88  0.31
N -0.12 0.89 -1.69  -0.59
N 1.23 -0.09 -3.35  -0.78
H 0.21 1.27 3.14  0.43
H -0.97 2.15 4.01  0.41
H -3.00 3.81 -0.45  0.26
H -1.32 3.89 -2.62  0.25
H 1.68 0.00 -4.24  0.41
H 1.42 -0.89 -2.75  0.44
C -2.42 -2.60 1.85  -0.08
N -1.03 -2.09 1.96  -0.50
C -0.13 -3.28 1.89  -0.08
N -0.42 -4.26 2.93  -0.46
C -1.80 -4.69 2.78  -0.08
N -2.74 -3.57 2.89  -0.46
C -2.55 -2.95 4.20  -0.08
N -1.18 -2.47 4.38  -0.46
C -0.88 -1.51 3.32  -0.08
C -0.27 -3.61 4.23  -0.08
H -2.55 -3.05 0.87  0.23
H -3.11 -1.75 1.93  0.20
H 0.90 -2.94 1.98  0.22
H -0.26 -3.74 0.91  0.22
H -2.04 -5.42 3.56  0.20
H -1.92 -5.16 1.80  0.20
H -2.78 -3.68 4.98  0.20
H -3.23 -2.10 4.29  0.19
H 0.14 -1.16 3.44  0.21
H -1.57 -0.67 3.41  0.20
H -0.49 -4.34 5.02  0.20
H 0.76 -3.27 4.35  0.20
S 0.79 -2.12 -0.98  -0.44
F -2.36 -3.24 -6.07  -0.28
C -2.38 -2.69 -4.85  0.27
C -2.28 -3.48 -3.73  0.27
F -2.17 -4.81 -3.86  -0.28
C -2.29 -2.90 -2.47  0.35
F -2.21 -3.72 -1.42  -0.30
C -2.40 -1.52 -2.30  -0.26
S -2.43 -0.79 -0.69  -0.19
C -2.53 -0.76 -3.45  0.31
F -2.69 0.56 -3.38  -0.30
C -2.51 -1.32 -4.71  0.30
F -2.62 -0.55 -5.80  -0.30
F 1.09 -0.31 1.63  -0.64
As 2.80 0.49 1.42  2.85
F 3.40 -1.09 1.19  -0.58
F 2.25 0.54 -0.24  -0.59
F 4.30 1.22 1.12  -0.59
F 1.99 2.00 1.66  -0.61
F 2.96 0.34 3.12  -0.60


5.
Here is a molecular structure, C18H18BF4OTi in a non-equilibrium geometry from the Open Molecules 2025 dataset. Energies are from the ωB97M-V functional and the def2-TZVPD basis.

Expectation value of S²: 1.0539
Strongest force on any atom in eV/Å: 5.0
Total charge: 0
Highest occupied orbital energy (spin up / spin down) in Ha: -0.223 / -0.224
Multiplicity: 2
Energy relative to the best compared isomer or geometry (same formula, charge and spin) in kcal/mol: 127.4
LUMO energy (spin up / spin down) in eV: -2.7438 / -3.0347
Gap between HOMO and LUMO (spin up / spin down) in eV: 3.33 / 3.05

Last column: natural (NBO) charge in e.
Positions of all 43 atoms, in Å:
C 0.77 -2.94 1.55  -0.29
C -0.64 -3.08 1.43  -0.29
C -0.95 -3.40 0.08  -0.30
H -1.36 -2.95 2.24  0.21
C 0.28 -3.43 -0.65  -0.30
C 1.34 -3.16 0.27  -0.28
H 2.40 -3.12 0.02  0.21
H 1.30 -2.66 2.45  0.21
H -1.94 -3.58 -0.33  0.20
H 0.39 -3.63 -1.71  0.20
C -1.15 2.73 -0.21  -0.27
C -1.19 3.00 1.22  -0.44
C 0.24 3.17 1.65  -0.44
H -2.07 2.97 1.81  0.26
C 1.05 2.85 0.46  -0.34
C 0.18 2.78 -0.66  -0.16
H 0.49 2.84 -1.69  0.26
H -1.99 2.77 -0.87  0.25
H 0.62 3.14 2.66  0.27
H 2.10 3.00 0.36  0.26
Ti -0.22 1.27 1.52  1.54
O 0.57 -0.24 -2.79  -0.47
C -1.00 -0.36 -2.43  -0.20
C -0.24 -0.97 -3.56  0.04
H -1.10 -0.92 -1.47  0.24
H -1.81 0.25 -2.85  0.21
H -0.16 -2.05 -3.58  0.18
H 1.24 -1.84 -5.31  0.22
C 0.84 -0.90 -5.68  -0.20
C -0.13 -0.30 -4.86  -0.02
C -0.32 1.12 -4.86  -0.20
H -0.69 1.66 -3.96  0.21
C -0.08 1.79 -6.03  -0.23
H -0.34 2.86 -6.14  0.22
C 0.61 1.06 -7.05  -0.21
H 0.80 1.57 -8.00  0.21
C 1.07 -0.28 -6.89  -0.22
H 1.67 -0.81 -7.68  0.22
F -0.66 -0.32 2.51  -0.48
B -0.11 -0.13 3.79  1.33
F -0.32 -1.35 4.49  -0.53
F 1.28 0.26 3.71  -0.53
F -0.82 1.02 4.29  -0.55